Record 1
{
  "formula": "C4H12NO",
  "method": "ωB97M-V/def2-TZVPD",
  "species": ["O", "C", "C", "N", "C", "C", "H", "H", "H", "H", "H", "H", "H", "H", "H", "H", "H", "H"],
  "coordinates": [[-0.723, -2.281, 2.587], [-0.120, -1.787, 1.416], [-1.233, -1.035, 0.607], [-0.821, -0.459, -0.576], [1.093, 1.544, -1.832], [0.777, 2.373, -0.580], [-0.446, -3.206, 2.608], [0.329, -2.624, 0.889], [0.612, -1.026, 1.694], [-1.818, -0.393, 1.283], [-1.933, -1.840, 0.354], [0.844, 0.490, -1.615], [-1.224, -1.032, -1.336], [0.571, 1.838, -2.737], [2.161, 1.679, -2.062], [0.105, 3.220, -0.751], [1.611, 2.827, -0.037], [0.215, 1.711, 0.087]],
  "forces_ev_per_a": [[0.6, 0.3, -1.4], [1.6, -0.5, 2.9], [-3.0, -1.0, -2.9], [-0.7, 0.2, 1.5], [1.1, 0.6, 0.3], [-0.9, 0.2, 0.0], [-0.5, -0.2, 0.5], [0.0, 0.4, -0.7], [0.0, 0.1, -0.3], [1.2, 0.9, 0.4], [0.0, -0.2, 0.3], [0.5, 0.2, -0.4], [0.5, 0.0, -0.3], [-0.4, 0.1, 0.1], [-0.3, -0.6, 0.0], [0.0, -0.2, -0.3], [0.2, -0.6, -0.2], [0.1, 0.3, 0.4]],
  "homo_energy_ev": -14.89,
  "charge": 1,
  "fmax_ha_per_bohr": 0.0833,
  "total_energy_ev": -7867.3201,
  "gap_ev": 5.4,
  "relative_energy_kj_mol": 672.6
}

***

Record 2
{
  "formula": "C4H12NO",
  "method": "ωB97M-V/def2-TZVPD",
  "species": ["C", "C", "C", "C", "N", "H", "H", "H", "H", "H", "H", "H", "H", "H", "H", "H", "H", "O"],
  "coordinates": [[-0.621, -2.660, -1.029], [0.721, -1.977, -0.705], [0.606, -0.713, 0.151], [-0.550, -0.066, 0.171], [-0.861, 0.983, 1.219], [-1.087, -2.137, -1.876], [-1.152, -2.828, -0.099], [-0.430, -3.609, -1.536], [1.378, -1.764, -1.559], [1.301, -2.696, -0.113], [1.552, -0.280, 0.448], [-1.278, 0.018, -0.628], [-0.581, 0.531, 2.090], [-0.423, 1.914, 1.262], [-1.877, 1.012, 1.206], [1.216, 4.158, -0.266], [-0.112, 3.728, 0.162], [0.772, 3.360, 0.058]],
  "forces_ev_per_a": [[1.4, 0.2, -1.5], [0.2, 0.1, 0.6], [-0.3, -0.6, -2.1], [0.5, 1.3, -0.1], [0.5, -0.8, 0.4], [-0.7, 0.3, 0.9], [-0.6, 0.2, -0.3], [0.2, -0.2, 0.5], [-0.4, -0.1, -0.1], [0.1, 0.2, 0.1], [-0.1, -0.2, 1.3], [-0.3, -1.0, 0.4], [-0.2, 0.1, 0.3], [0.1, -0.1, -0.8], [-0.1, 0.6, 0.4], [0.5, -0.4, 0.0], [-0.3, 0.0, 0.0], [-0.4, 0.4, 0.1]],
  "homo_energy_ev": -14.26,
  "charge": 1,
  "fmax_ha_per_bohr": 0.0417,
  "total_energy_ev": -7872.1202,
  "gap_ev": 10.7,
  "relative_energy_kj_mol": 209.5
}